(1)
Computed, not measured: C4H6NO2P in the gas phase at a distorted geometry, with the ωB97M-V functional and the def2-TZVPD basis.

Values from the calculation:
energy above the lowest of the compared OMol25 structures with the same formula, charge and spin = 1.751 eV
highest occupied orbital energy (alpha / beta) = -6.58 / -9.38 eV
orbital gap (alpha / beta) = 7.080 / 7.763 eV
expectation value of S² = 2.052
max |F| = 0.0787 Eh/bohr
M = 131.07 g mol⁻¹

The geometry in ORCA input format:
```
! wB97M-V def2-TZVPD RIJCOSX def2/J DEFGRID3
* xyz 0 3
C -0.886 1.168 -0.706
C 2.192 -2.627 1.434
C -2.271 1.885 -0.450
C 0.413 -0.748 0.534
N -0.025 0.162 -0.392
O -0.235 1.715 -1.819
O -2.698 2.674 -1.268
P 1.955 -1.447 0.253
H 3.202 -3.002 1.650
H 1.396 -3.233 1.979
H -2.816 1.674 0.415
H -0.226 -1.106 1.410
H 0.648 0.324 -1.089
H -0.650 2.560 -1.950
*
```

Results of the natural (NBO) charge analysis, in e, for atoms 1 through 2:
1. C 0.430
2. C -0.797

(2)
Computed, not measured: an isolated ion of composition C2H5N4 and charge +1 at a distorted geometry, with the ωB97M-V functional and the def2-TZVPD basis.

Values from the calculation:
energy above the lowest of the compared OMol25 structures with the same formula, charge and spin = 1.550 eV
highest occupied orbital energy = -15.54 eV
orbital gap = 10.660 eV
structure (SMILES) = N#C/[N+](N)=C/N
max |F| = 0.0558 Eh/bohr
M = 85.09 g mol⁻¹

The geometry in ORCA input format:
```
! wB97M-V def2-TZVPD RIJCOSX def2/J DEFGRID3
* xyz 1 1
N -2.105 0.120 -2.907
C -1.378 0.102 -2.042
N -0.611 0.029 -0.956
N 0.803 0.133 -1.185
C -1.025 -0.083 0.295
N -0.206 -0.064 1.290
H 1.186 -0.790 -1.088
H 0.971 0.475 -2.128
H -2.062 -0.332 0.232
H -0.544 -0.446 2.155
H 0.691 0.214 0.907
*
```

Results of the natural (NBO) charge analysis, in e, for atoms 1 through 2:
1. N -0.155
2. C 0.334

(3)
Computed, not measured: C5H11HgO4 as an isolated structure at a distorted geometry, with the ωB97M-V functional and the def2-TZVPD basis.

Values from the calculation:
energy above the lowest of the compared OMol25 structures with the same formula, charge and spin = 3.094 eV
highest occupied orbital energy (alpha / beta) = -7.33 / -9.74 eV
orbital gap (alpha / beta) = 7.687 / 10.058 eV
expectation value of S² = 0.753
max |F| = 0.1075 Eh/bohr
M = 335.73 g mol⁻¹

The geometry in ORCA input format:
```
! wB97M-V def2-TZVPD RIJCOSX def2/J DEFGRID3
* xyz 0 2
C 2.275 -3.052 1.153
O 2.777 -2.185 0.188
H 1.182 -3.180 1.078
H 2.747 -4.047 0.987
H 2.523 -2.733 2.180
O 1.267 1.372 1.064
C 1.532 0.820 -0.130
C 0.417 0.868 -1.142
O -0.806 0.613 -0.432
C -2.027 1.113 -0.980
C -3.030 1.162 0.174
O -2.488 1.786 1.295
Hg -0.631 1.444 1.408
H 2.295 -1.188 0.159
H 2.574 0.807 -0.479
H 0.559 0.127 -1.942
H 0.325 1.868 -1.608
H -2.371 0.466 -1.803
H -1.846 2.130 -1.371
H -3.345 0.122 0.401
H -3.931 1.688 -0.200
*
```

Results of the natural (NBO) charge analysis, in e, for atoms 1 through 2:
1. C -0.236
2. O -0.756

(4)
Computed, not measured: a 10-piece molecular cluster, C66H74Br2N2O3P overall at a distorted geometry, with the ωB97M-V functional and the def2-TZVPD basis.

Values from the calculation:
highest occupied orbital energy = -10.12 eV
orbital gap = 6.243 eV
max |F| = 0.1334 Eh/bohr
M = 1134.11 g mol⁻¹

The geometry in ORCA input format:
```
! wB97M-V def2-TZVPD RIJCOSX def2/J DEFGRID3
* xyz 1 1
C -0.373 9.461 1.174
C -0.759 9.412 -0.389
P 0.579 8.636 -1.493
C -0.343 8.306 -3.153
N 1.180 7.097 -0.837
C 2.574 6.726 -0.943
C 3.801 7.499 -1.579
Br 4.262 9.264 -0.741
C 4.587 6.999 -2.660
C 4.287 5.586 -3.365
Br 6.072 8.199 -3.270
N 2.866 5.450 -0.330
C 1.561 5.007 0.205
C 1.531 3.620 1.005
O 2.879 3.312 1.416
C 3.310 4.123 2.539
C 0.467 6.042 -0.114
C -1.067 5.967 0.307
O -1.726 4.779 -0.256
O -2.935 5.248 -0.718
H -1.372 9.499 1.754
H 0.202 8.547 1.545
H 0.188 10.438 1.358
H -0.874 10.503 -0.768
H -1.799 8.933 -0.585
H -0.096 9.235 -3.799
H 0.140 7.370 -3.595
H -1.467 8.216 -2.964
H 3.295 5.595 -3.949
H 5.118 5.447 -4.156
H 4.353 4.689 -2.663
H 3.778 4.961 -0.278
H 0.858 3.717 1.938
H 1.060 2.770 0.375
H 2.725 3.901 3.514
H 4.436 3.903 2.693
H 3.238 5.257 2.359
H -1.084 5.819 1.457
H -1.692 6.884 0.053
H -2.777 5.357 -1.687
C 2.750 -2.203 1.710
C 3.063 -0.888 2.040
C 3.019 0.105 1.065
C 2.651 -0.218 -0.239
C 2.335 -1.532 -0.568
C 2.388 -2.526 0.405
H 2.788 -2.977 2.469
H 3.343 -0.636 3.058
H 3.269 1.129 1.320
H 2.612 0.557 -0.999
H 2.047 -1.783 -1.584
H 2.147 -3.551 0.147
C 3.241 -6.721 -2.035
C 3.554 -5.406 -1.705
C 3.510 -4.414 -2.680
C 3.142 -4.736 -3.984
C 2.826 -6.051 -4.312
C 2.879 -7.044 -3.339
H 3.279 -7.495 -1.275
H 3.834 -5.154 -0.687
H 3.760 -3.390 -2.424
H 3.103 -3.962 -4.743
H 2.538 -6.301 -5.328
H 2.638 -8.070 -3.597
C -6.414 5.474 1.437
C -5.102 5.526 1.898
C -4.791 6.276 3.029
C -5.794 6.966 3.704
C -7.106 6.911 3.245
C -7.416 6.168 2.109
H -6.656 4.892 0.554
H -4.322 4.983 1.376
H -3.766 6.322 3.385
H -5.552 7.547 4.588
H -7.888 7.447 3.772
H -8.438 6.130 1.749
C -10.007 2.690 3.474
C -9.133 2.954 2.424
C -9.141 2.146 1.292
C -10.029 1.078 1.205
C -10.905 0.816 2.254
C -10.892 1.618 3.390
H -9.999 3.318 4.359
H -8.445 3.791 2.489
H -8.455 2.349 0.476
H -10.038 0.451 0.320
H -11.599 -0.016 2.185
H -11.571 1.410 4.210
C 0.169 -12.111 -2.968
C 1.525 -11.797 -2.981
C 2.056 -11.045 -4.024
C 1.228 -10.597 -5.050
C -0.128 -10.907 -5.035
C -0.657 -11.667 -3.996
H -0.244 -12.701 -2.156
H 2.169 -12.141 -2.178
H 3.114 -10.806 -4.038
H 1.641 -10.005 -5.861
H -0.774 -10.556 -5.833
H -1.714 -11.914 -3.987
C -0.362 -16.631 1.529
C 0.994 -16.318 1.516
C 1.525 -15.565 0.473
C 0.697 -15.117 -0.553
C -0.659 -15.427 -0.538
C -1.188 -16.188 0.501
H -0.774 -17.221 2.341
H 1.638 -16.662 2.319
H 2.583 -15.327 0.459
H 1.110 -14.526 -1.364
H -1.305 -15.077 -1.337
H -2.245 -16.434 0.509
C 9.121 8.996 2.706
C 9.764 9.371 1.531
C 9.078 9.339 0.321
C 7.744 8.942 0.287
C 7.100 8.571 1.464
C 7.789 8.593 2.673
H 9.657 9.018 3.649
H 10.802 9.687 1.558
H 9.582 9.625 -0.597
H 7.208 8.922 -0.655
H 6.059 8.262 1.438
H 7.288 8.299 3.589
C 6.429 -8.978 -8.190
C 5.760 -9.282 -7.009
C 5.502 -8.281 -6.077
C 5.906 -6.973 -6.331
C 6.572 -6.669 -7.515
C 6.838 -7.672 -8.442
H 6.633 -9.760 -8.915
H 5.439 -10.300 -6.813
H 4.986 -8.519 -5.152
H 5.701 -6.191 -5.607
H 6.886 -5.649 -7.714
H 7.362 -7.436 -9.362
C -9.476 4.062 9.499
C -8.603 4.327 8.449
C -8.610 3.518 7.316
C -9.499 2.450 7.230
C -10.375 2.188 8.279
C -10.361 2.991 9.415
H -9.468 4.691 10.384
H -7.915 5.164 8.513
H -7.925 3.721 6.500
H -9.508 1.822 6.345
H -11.069 1.356 8.211
H -11.040 2.783 10.235
*
```

Results of the Mulliken charge analysis, in e, for atoms 1 through 2:
1. C -0.932
2. C -0.594

(5)
Computed, not measured: a 2-piece molecular cluster, C5H16N2OP overall at a distorted geometry, with the ωB97M-V functional and the def2-TZVPD basis.

Values from the calculation:
energy above the lowest of the compared OMol25 structures with the same formula, charge and spin = 0.000 eV
highest occupied orbital energy (alpha / beta) = -8.79 / -12.65 eV
orbital gap (alpha / beta) = 5.748 / 7.468 eV
expectation value of S² = 2.006
max |F| = 0.0918 Eh/bohr
M = 151.17 g mol⁻¹

The geometry in ORCA input format:
```
! wB97M-V def2-TZVPD RIJCOSX def2/J DEFGRID3
* xyz 1 3
C 0.877 -2.514 -0.523
C 1.298 1.998 -0.509
C 1.261 -1.064 -0.696
C 2.058 1.061 0.306
C 0.134 0.121 1.153
N -3.620 1.391 0.221
N 1.423 -0.235 0.608
O -3.772 -1.055 0.261
P -4.122 0.205 -0.720
H 1.483 -2.855 0.329
H -0.123 -2.660 -0.356
H 1.286 -3.141 -1.285
H 0.215 1.691 -0.290
H 1.623 3.041 -0.307
H 1.559 1.825 -1.503
H 0.433 -0.646 -1.339
H 2.081 -0.987 -1.298
H 2.158 1.635 1.297
H 2.963 0.973 -0.129
H 0.101 0.453 2.163
H -0.753 -0.410 0.805
H -2.784 1.296 0.782
H -3.864 2.352 -0.070
H 2.138 -0.606 1.261
H -4.054 -1.871 -0.160
*
```

Results of the natural (NBO) charge analysis, in e, for atoms 1 through 2:
1. C -0.625
2. C -0.622

(6)
Computed, not measured: a 12-piece molecular cluster, C46H88N10O8P2 overall at a distorted geometry, with the ωB97M-V functional and the def2-TZVPD basis.

Values from the calculation:
highest occupied orbital energy = -10.50 eV
orbital gap = 11.127 eV
structure (SMILES) = COP(=O)(OC)OC.COP(=O)(OC)OC.CCCC#N.CCCC#N.CCCC#N.CCCC#N.CCCC#N.CCCC#N.CCCC#N.CCCC#N.CCCC#N.CCCC#N
max |F| = 0.0932 Eh/bohr
M = 971.22 g mol⁻¹

The geometry in ORCA input format:
```
! wB97M-V def2-TZVPD RIJCOSX def2/J DEFGRID3
* xyz 0 1
C 11.813 14.048 8.403
O 12.937 15.010 8.536
P 14.443 14.531 8.616
O 15.300 15.480 9.401
O 14.183 13.055 9.175
C 14.783 12.592 10.410
O 14.932 14.295 7.131
C 16.126 14.851 6.545
H 10.944 14.665 8.143
H 11.673 13.600 9.349
H 12.041 13.378 7.586
H 15.387 11.687 10.199
H 13.962 12.395 11.117
H 15.507 13.307 10.861
H 17.031 14.306 6.813
H 16.390 15.903 6.808
H 15.972 14.806 5.474
C 8.127 13.459 16.569
O 8.979 12.435 17.174
P 10.125 11.729 16.325
O 9.845 11.694 14.894
O 10.301 10.265 16.994
C 10.887 10.074 18.336
O 11.541 12.320 16.753
C 11.760 13.737 16.524
H 7.986 14.233 17.307
H 7.171 13.056 16.213
H 8.569 13.877 15.718
H 11.275 9.109 18.518
H 10.227 10.390 19.102
H 11.778 10.707 18.314
H 11.191 14.150 15.702
H 12.793 13.953 16.395
H 11.456 14.267 17.430
C 8.992 18.204 18.465
C 10.078 18.920 17.608
C 9.932 18.698 16.097
C 10.043 17.279 15.694
N 10.155 16.207 15.304
H 8.005 18.417 18.209
H 9.226 18.528 19.474
H 9.044 17.061 18.612
H 11.082 18.600 17.930
H 10.058 20.012 17.884
H 10.675 19.316 15.476
H 8.900 19.066 15.823
C 9.615 16.369 10.577
C 9.558 17.485 9.554
C 9.882 18.870 10.076
C 9.150 19.290 11.296
N 8.550 19.824 12.127
H 9.072 15.527 10.187
H 9.072 16.693 11.461
H 10.621 16.070 10.851
H 8.608 17.519 9.079
H 10.249 17.256 8.758
H 9.673 19.614 9.299
H 10.940 18.892 10.421
C 13.551 9.128 15.286
C 13.320 9.443 13.792
C 13.031 10.925 13.490
C 14.054 11.974 13.846
N 14.833 12.774 14.155
H 12.565 9.130 15.803
H 14.218 9.810 15.807
H 13.965 8.121 15.264
H 12.428 8.867 13.459
H 14.160 9.143 13.112
H 12.122 11.268 13.882
H 12.847 10.984 12.419
C 14.626 19.811 7.915
C 15.489 18.616 8.305
C 15.619 18.605 9.858
C 14.205 18.608 10.508
N 13.124 18.458 10.912
H 14.785 20.613 8.626
H 13.608 19.487 7.959
H 14.919 20.113 6.946
H 16.491 18.689 7.859
H 15.089 17.670 7.929
H 16.170 19.516 10.207
H 16.167 17.671 10.073
C 20.111 18.939 14.805
C 19.242 20.010 15.360
C 17.752 19.773 15.021
C 17.546 20.053 13.570
N 17.521 20.392 12.461
H 20.008 18.786 13.742
H 20.030 18.012 15.332
H 21.180 19.178 14.974
H 19.606 20.939 14.891
H 19.370 20.051 16.465
H 17.097 20.315 15.705
H 17.697 18.696 15.212
C 5.863 12.672 12.166
C 7.156 12.485 12.890
C 8.456 12.964 12.219
C 8.575 12.618 10.832
N 8.702 12.273 9.755
H 5.118 12.369 12.844
H 5.853 12.061 11.234
H 5.768 13.672 11.888
H 7.279 11.386 13.230
H 7.072 13.044 13.816
H 9.349 12.641 12.794
H 8.465 14.067 12.209
C 12.946 20.753 13.326
C 12.201 21.982 12.878
C 10.935 22.165 13.639
C 11.073 22.139 15.105
N 11.061 22.014 16.252
H 13.328 20.930 14.342
H 13.758 20.473 12.675
H 12.299 19.899 13.518
H 11.977 21.896 11.814
H 12.940 22.797 12.940
H 10.143 21.432 13.344
H 10.568 23.192 13.425
C 15.862 20.613 18.158
C 15.625 19.147 17.890
C 14.395 18.640 18.754
C 13.932 17.404 18.292
N 13.658 16.371 17.889
H 15.093 21.260 17.698
H 16.814 20.908 17.719
H 15.935 20.894 19.220
H 16.503 18.530 18.047
H 15.310 18.947 16.854
H 13.589 19.394 18.555
H 14.469 18.554 19.772
C 13.964 17.681 14.370
C 13.033 16.577 13.909
C 13.804 15.651 12.969
C 12.802 14.678 12.521
N 12.142 13.852 12.092
H 14.437 18.218 13.565
H 14.664 17.362 15.146
H 13.319 18.417 14.799
H 12.146 16.905 13.355
H 12.699 15.923 14.753
H 14.573 15.047 13.453
H 14.308 16.282 12.184
C 16.688 14.994 16.627
C 17.854 14.983 15.706
C 19.176 15.414 16.377
C 19.104 16.681 17.028
N 18.831 17.647 17.513
H 15.795 14.598 16.162
H 16.279 15.952 16.913
H 16.944 14.392 17.521
H 17.590 15.541 14.811
H 17.985 13.921 15.353
H 20.070 15.399 15.697
H 19.497 14.686 17.118
*
```

Results of the Mulliken charge analysis, in e, for atoms 1 through 2:
1. C -0.524
2. O -0.181